{
  "formula": "C5H10O2",
  "method": "wB97M-V/def2-TZVPD",
  "symbols": ["O", "C", "C", "C", "C", "C", "O", "H", "H", "H", "H", "H", "H", "H", "H", "H", "H"],
  "coordinates": [[0.71818, 0.43331, -2.35446], [-0.36902, 0.96111, -1.94331], [-0.50033, 1.53769, -0.50108], [-1.03726, 0.45152, 0.43244], [-0.48262, -0.96511, 0.28353], [0.86419, -1.20151, 1.03203], [0.68647, -0.96944, 2.47900], [-1.40555, 0.98074, -2.40850], [-0.97915, 2.53044, -0.38580], [0.53924, 1.78660, -0.26087], [-2.12403, 0.46958, 0.29923], [-0.93832, 0.57215, 1.52542], [-1.31965, -1.63325, 0.61141], [-0.27438, -1.26118, -0.75787], [1.54013, -0.37794, 0.80886], [1.10364, -2.26255, 0.83033], [1.21374, -1.55914, 3.01098]],
  "de_lowest_kcal_mol": 16.1,
  "fmax_ha_per_bohr": 0.0551,
  "homo_lumo_gap_ev": [3.009, 6.482],
  "multiplicity": 2,
  "total_charge": -1
}


{
  "formula": "C8H9Cl",
  "method": "wB97M-V/def2-TZVPD",
  "symbols": ["Cl", "C", "C", "C", "C", "C", "C", "H", "H", "H", "H", "H", "C", "C", "H", "H", "H", "H"],
  "coordinates": [[-0.39557, 1.73588, 2.50659], [-0.31302, 1.56372, 0.78142], [-1.46304, 1.22238, 0.07284], [-1.38771, 1.08607, -1.31373], [-0.17980, 1.28840, -1.98006], [0.96206, 1.62982, -1.25398], [0.90365, 1.76991, 0.13172], [-2.40843, 1.06561, 0.60882], [-2.29063, 0.81722, -1.87770], [-0.12697, 1.17964, -3.07138], [1.91695, 1.79080, -1.77154], [1.79484, 2.03814, 0.71432], [0.60126, -2.84893, 0.41668], [0.39463, -2.88027, 1.73422], [0.47445, -1.92261, -0.15521], [0.90372, -3.74861, -0.13131], [0.09216, -1.98058, 2.28220], [0.52145, -3.80660, 2.30610]],
  "de_lowest_kcal_mol": 1.1,
  "fmax_ha_per_bohr": 0.0113,
  "homo_lumo_gap_ev": 10.260,
  "total_charge": 0
}


{
  "formula": "C28H48BrMnN6O7P3S2",
  "method": "wB97M-V/def2-TZVPD",
  "symbols": ["Mn", "O", "C", "C", "C", "C", "C", "C", "C", "O", "N", "N", "C", "C", "Br", "C", "C", "C", "C", "C", "C", "C", "H", "H", "H", "H", "H", "H", "H", "H", "H", "H", "H", "H", "H", "H", "C", "C", "O", "P", "S", "S", "O", "C", "C", "H", "H", "H", "H", "H", "H", "H", "H", "H", "H", "C", "N", "C", "P", "O", "O", "P", "O", "N", "C", "C", "N", "C", "C", "N", "C", "C", "H", "H", "H", "H", "H", "H", "H", "H", "H", "H", "H", "H", "H", "H", "H", "H", "H", "H", "H", "H", "H", "H", "H", "H"],
  "coordinates": [[-0.45769, -0.54014, -0.32818], [-0.24304, 1.77071, -3.83782], [0.52822, 1.07390, -4.70889], [0.39936, 1.32812, -6.06732], [1.13920, 0.58913, -6.97676], [1.99179, -0.40811, -6.53572], [2.13374, -0.64126, -5.17318], [1.43696, 0.11102, -4.24687], [1.58711, -0.00977, -2.74092], [0.40072, -0.32848, -2.17685], [2.72361, -0.97264, -2.45095], [2.66190, -1.21903, -1.06505], [1.67102, -2.01524, -0.85452], [0.91312, -1.99783, 0.37197], [-1.95441, -1.19676, 1.45794], [0.90315, -2.82924, 1.41541], [1.84839, -3.93848, 1.61279], [1.43211, -5.05308, 2.34365], [2.27129, -6.13762, 2.52658], [3.55155, -6.12349, 1.99219], [3.98241, -5.01399, 1.28130], [3.14339, -3.92864, 1.09489], [-0.38821, 1.19792, -3.05218], [-0.30026, 2.08654, -6.39189], [1.02937, 0.78184, -8.03563], [2.54463, -1.00594, -7.24736], [2.79720, -1.41394, -4.81069], [1.92557, 0.98428, -2.36065], [3.57390, -0.43883, -2.61821], [1.22019, -2.56106, -1.69137], [0.13690, -2.72003, 2.17249], [0.43262, -5.06325, 2.75670], [1.92540, -6.99751, 3.08646], [4.21047, -6.97055, 2.13280], [4.98470, -4.99009, 0.87055], [3.48861, -3.06266, 0.55136], [-4.56972, 0.50374, -5.03032], [-3.10167, 0.54335, -4.65529], [-2.68490, -0.66247, -4.02260], [-2.82757, -0.90592, -2.43711], [-1.87592, -2.56278, -2.00388], [-2.35887, 0.78879, -1.46023], [-4.42816, -1.01979, -2.20902], [-5.10947, -2.27275, -2.27130], [-5.36827, -2.78977, -0.87081], [-4.81396, 1.36241, -5.65604], [-5.19935, 0.52690, -4.14340], [-4.79291, -0.40489, -5.58946], [-2.87603, 1.39065, -4.00000], [-2.46999, 0.62937, -5.54325], [-4.52263, -2.98950, -2.85090], [-6.04546, -2.07759, -2.80472], [-4.42385, -2.98034, -0.36402], [-5.94620, -3.71370, -0.91177], [-5.92424, -2.05313, -0.29427], [-0.79422, 5.15462, 3.44205], [-0.48193, 3.79047, 3.78489], [-0.01811, 3.57629, 5.13510], [-0.34434, 2.62551, 2.61185], [0.06322, 1.35133, 3.19789], [0.75084, 3.28546, 1.59890], [1.59609, 2.52110, 0.44305], [0.79385, 1.49277, -0.24416], [2.05239, 3.72042, -0.59593], [1.23384, 4.01414, -1.75922], [2.75140, 4.87659, -0.07656], [3.01761, 2.09070, 1.18417], [2.91345, 1.18335, 2.32841], [4.02445, 1.58976, 0.23606], [-1.70357, 2.58496, 1.69846], [-1.99082, 3.33482, 0.49815], [-2.84919, 1.91261, 2.28673], [-1.59305, 5.54322, 4.08217], [-1.13105, 5.21518, 2.40769], [0.08209, 5.80512, 3.55169], [-0.79962, 3.84942, 5.84988], [0.86889, 4.18255, 5.35194], [0.22868, 2.52384, 5.26306], [0.64037, 3.14976, -2.04021], [1.88228, 4.27959, -2.59730], [0.56156, 4.85918, -1.56548], [3.34565, 4.59287, 0.79003], [2.05241, 5.66928, 0.21674], [3.41770, 5.27474, -0.84586], [2.24381, 1.58578, 3.08314], [3.91150, 1.08053, 2.75710], [2.54375, 0.19163, 2.03131], [4.14958, 2.30088, -0.58053], [3.74342, 0.61275, -0.17529], [4.97096, 1.50307, 0.77319], [-1.08308, 3.77757, 0.09503], [-2.71574, 4.13552, 0.69522], [-2.40837, 2.66683, -0.25875], [-2.51800, 1.29047, 3.11641], [-3.30209, 1.25139, 1.54524], [-3.59259, 2.63907, 2.63938]],
  "de_lowest_kcal_mol": 9.3,
  "fmax_ha_per_bohr": 0.0199,
  "homo_lumo_gap_ev": [6.722, 7.451],
  "multiplicity": 5,
  "total_charge": -1
}


{
  "formula": "C6H11N",
  "method": "wB97M-V/def2-TZVPD",
  "symbols": ["C", "C", "C", "N", "C", "C", "C", "H", "H", "H", "H", "H", "H", "H", "H", "H", "H", "H"],
  "coordinates": [[1.03122, -2.57875, 1.27095], [0.72662, -1.54246, 0.32212], [0.06856, -0.32158, 0.66717], [-0.18633, 0.22701, 1.88868], [-0.48089, 0.37080, -0.56700], [-0.24517, 1.60450, -0.97502], [-0.78349, 2.26062, -2.25327], [1.22705, -2.00856, 2.25273], [1.91419, -3.19001, 1.10118], [0.18459, -3.27572, 1.45894], [0.89424, -1.70096, -0.73377], [-0.75244, 1.11213, 1.83232], [0.14942, -0.11380, 2.77722], [-1.03418, -0.30102, -1.05303], [0.29258, 2.33505, -0.38077], [-0.85161, 1.54275, -2.97210], [-0.26787, 3.03053, -2.56578], [-1.88650, 2.54948, -2.07056]],
  "de_lowest_kcal_mol": 55.6,
  "fmax_ha_per_bohr": 0.1330,
  "homo_lumo_gap_ev": 8.172,
  "total_charge": 0
}


{
  "formula": "C37H46N5O2SeW",
  "method": "wB97M-V/def2-TZVPD",
  "symbols": ["W", "C", "N", "C", "C", "C", "N", "C", "C", "C", "C", "C", "C", "C", "O", "C", "C", "C", "N", "C", "C", "C", "C", "C", "C", "C", "O", "H", "H", "H", "H", "H", "H", "H", "H", "H", "H", "H", "H", "H", "H", "H", "H", "H", "H", "H", "H", "H", "H", "H", "H", "H", "Se", "C", "C", "C", "C", "C", "C", "H", "H", "H", "H", "H", "C", "C", "C", "C", "N", "C", "C", "H", "H", "H", "H", "H", "H", "H", "C", "C", "C", "C", "N", "H", "H", "H", "H", "H", "H", "H", "H", "H"],
  "coordinates": [[14.84342, 9.51615, 11.73505], [12.08124, 8.23434, 12.08510], [13.09571, 8.60610, 13.14542], [13.53664, 7.41336, 14.04345], [15.01264, 7.07353, 14.07259], [15.53693, 6.43523, 12.80321], [15.36895, 7.42744, 11.67569], [16.12783, 7.23024, 10.60084], [16.09231, 6.30662, 9.48568], [16.98057, 6.29084, 8.41341], [16.61074, 5.77218, 7.17085], [15.50557, 4.88698, 7.03569], [14.71586, 4.70375, 8.13348], [14.90386, 5.32871, 9.42132], [14.08538, 5.00840, 10.31888], [12.37007, 9.53674, 14.11252], [13.50282, 10.47549, 14.64896], [13.48465, 11.64365, 13.70936], [13.64514, 11.24285, 12.24244], [12.97221, 11.56856, 11.17965], [11.56366, 11.40105, 11.08082], [11.16236, 11.22386, 9.72852], [9.78778, 11.06522, 9.45484], [8.92784, 11.32582, 10.51780], [9.28700, 11.48707, 11.82834], [10.67464, 11.71077, 12.21720], [10.96661, 12.29080, 13.31975], [11.07107, 8.25454, 12.48203], [12.26930, 7.23196, 11.75163], [12.19295, 8.96410, 11.25829], [12.95758, 6.50270, 13.64950], [13.20182, 7.63373, 15.06582], [15.24126, 6.37376, 14.90413], [15.53926, 8.00878, 14.38078], [14.99018, 5.52665, 12.56185], [16.65427, 6.15467, 12.95213], [17.03376, 7.82133, 10.66263], [17.99157, 6.76729, 8.52265], [17.20368, 6.01830, 6.27298], [15.25941, 4.51736, 6.05845], [13.84988, 4.02917, 8.10200], [11.83804, 8.91523, 14.85218], [11.63202, 10.05718, 13.47992], [14.42546, 9.85844, 14.84866], [13.29821, 10.84487, 15.61710], [14.26713, 12.53941, 13.95378], [12.43181, 12.05058, 13.75763], [13.46314, 11.81678, 10.30576], [11.91340, 11.06434, 8.95557], [9.44211, 11.01536, 8.45664], [7.94682, 11.60960, 10.08743], [8.48283, 11.68228, 12.55410], [14.25621, 9.48159, 9.42690], [15.04970, 10.74944, 8.08950], [16.40599, 11.13369, 7.93839], [16.74972, 11.99544, 6.92058], [15.84219, 12.34666, 5.95491], [14.49456, 11.96652, 6.09632], [14.11838, 11.05249, 7.06728], [17.22738, 10.68451, 8.55002], [17.77732, 12.36907, 6.86057], [16.17629, 12.95125, 5.05660], [13.71348, 12.41289, 5.49766], [13.10732, 10.70229, 7.15096], [6.93716, 8.62770, 12.75084], [6.85934, 7.22235, 13.32762], [8.05224, 6.50716, 13.50244], [8.00276, 5.36516, 14.30308], [6.85801, 4.79638, 14.68964], [5.74904, 5.45930, 14.50544], [5.69244, 6.68552, 13.85368], [6.10885, 8.75184, 12.03137], [7.87871, 8.80024, 12.21747], [6.78204, 9.39759, 13.53327], [8.97921, 6.84856, 12.97682], [8.94729, 4.89115, 14.55186], [4.80364, 5.01771, 14.88839], [4.73479, 7.22868, 13.82491], [16.95290, 12.66525, 11.57573], [17.35195, 11.49969, 12.43988], [18.57943, 10.68432, 12.09234], [17.21455, 11.86947, 13.95826], [16.22108, 10.45089, 12.26565], [17.65519, 12.74066, 10.78618], [16.79767, 13.54090, 12.24114], [15.96105, 12.53512, 11.10002], [19.42776, 10.94797, 12.72189], [18.99764, 11.04473, 11.16064], [18.58338, 9.57690, 12.21659], [18.06338, 12.47185, 14.37233], [17.24752, 10.87986, 14.54886], [16.24624, 12.42354, 14.10782]],
  "fmax_ha_per_bohr": 0.1117,
  "homo_lumo_gap_ev": [4.979, 4.977],
  "total_charge": 1
}


{
  "formula": "H3S3",
  "method": "wB97M-V/def2-TZVPD",
  "symbols": ["S", "H", "S", "S", "H", "H"],
  "coordinates": [[-2.02697, 1.08683, -0.09135], [-1.39673, 1.55822, 0.98447], [1.85163, -0.45548, -0.86209], [-1.13386, -0.85869, -0.03064], [2.01459, -1.26601, 0.28760], [0.69135, -0.06487, -0.28798]],
  "de_lowest_kcal_mol": 13.4,
  "fmax_ha_per_bohr": 0.0468,
  "homo_lumo_gap_ev": 6.093,
  "total_charge": -1
}


{
  "formula": "C21H18N4O3S",
  "method": "wB97M-V/def2-TZVPD",
  "symbols": ["C", "O", "C", "C", "C", "C", "C", "C", "C", "N", "C", "S", "C", "C", "O", "N", "N", "C", "O", "C", "C", "C", "C", "C", "C", "C", "N", "C", "C", "H", "H", "H", "H", "H", "H", "H", "H", "H", "H", "H", "H", "H", "H", "H", "H", "H", "H"],
  "coordinates": [[2.83238, -2.20659, 1.05939], [2.70144, -1.05922, 1.86584], [2.14995, 0.05070, 1.32831], [2.02030, 1.14378, 2.21897], [1.46797, 2.31865, 1.80751], [1.01597, 2.47192, 0.48078], [0.40465, 3.63988, -0.00408], [-0.04834, 3.68765, -1.30383], [-0.68187, 4.84101, -1.81159], [-1.18285, 5.79385, -2.20626], [0.12573, 2.53278, -2.12134], [-0.52711, 2.59777, -3.74530], [-0.23510, 0.92358, -4.42404], [-1.20220, -0.07643, -3.80435], [-2.24673, -0.41609, -4.30613], [-0.69725, -0.58636, -2.64638], [-1.51684, -1.24308, -1.72523], [-2.03187, -0.53288, -0.68305], [-1.75884, 0.63359, -0.50198], [-2.80080, -1.38092, 0.31266], [-1.79878, -1.74910, 1.37750], [-1.36265, -0.78092, 2.27435], [-0.41337, -1.08886, 3.23099], [0.11572, -2.36672, 3.29967], [-0.30610, -3.33273, 2.40240], [-1.25502, -3.02442, 1.44203], [0.73551, 1.45757, -1.69722], [1.16153, 1.38198, -0.41634], [1.73128, 0.17619, 0.02274], [1.85755, -2.55128, 0.70157], [3.27220, -2.96820, 1.70063], [3.49464, -2.02260, 0.20786], [2.37018, 1.00635, 3.22965], [1.36227, 3.14687, 2.49259], [0.27377, 4.49283, 0.64710], [-0.43562, 1.02580, -5.48929], [0.80359, 0.65605, -4.24249], [0.02008, 0.01192, -2.18908], [-1.93942, -2.09979, -2.05286], [-3.59776, -0.77172, 0.73914], [-3.22308, -2.26765, -0.15784], [-1.76459, 0.21879, 2.20837], [-0.08565, -0.32946, 3.92475], [0.85767, -2.60675, 4.04600], [0.10441, -4.33118, 2.44850], [-1.58039, -3.78450, 0.74534], [1.81346, -0.63208, -0.68597]],
  "de_lowest_kcal_mol": 22.6,
  "fmax_ha_per_bohr": 0.0192,
  "homo_lumo_gap_ev": 8.254,
  "total_charge": 0
}


{
  "formula": "C24H25AuN5O4S",
  "method": "wB97M-V/def2-TZVPD",
  "symbols": ["Au", "C", "N", "C", "C", "C", "C", "C", "C", "C", "C", "H", "H", "H", "H", "H", "H", "H", "H", "H", "H", "H", "H", "O", "S", "O", "N", "C", "O", "C", "C", "C", "C", "C", "C", "H", "H", "H", "H", "N", "C", "C", "C", "C", "C", "C", "C", "H", "H", "H", "H", "H", "N", "C", "N", "O", "H", "H", "H", "H"],
  "coordinates": [[0.25759, 0.26819, 1.27154], [1.83187, 2.16593, 3.17813], [0.96047, 2.42015, 2.04799], [1.65672, 3.08300, 0.96195], [-0.27533, 3.10963, 2.39980], [-1.43977, 2.65752, 1.55379], [-2.45886, 3.52400, 1.17373], [-3.58186, 3.03523, 0.52832], [-3.71112, 1.68052, 0.27154], [-2.69385, 0.80942, 0.64280], [-1.54809, 1.31316, 1.21718], [2.13068, 3.09673, 3.67026], [2.72637, 1.65085, 2.83440], [1.31853, 1.52913, 3.89461], [2.07704, 4.03627, 1.30057], [0.96469, 3.27297, 0.14399], [2.46767, 2.45313, 0.60287], [-0.14426, 4.19645, 2.32817], [-0.52216, 2.87177, 3.43811], [-2.38376, 4.57574, 1.40451], [-4.37564, 3.71149, 0.24712], [-4.59760, 1.28194, -0.19850], [-2.80540, -0.25137, 0.47193], [-4.38389, -2.66642, -0.74748], [-3.18456, -2.96535, -1.46716], [-3.16755, -4.09823, -2.32960], [-1.90171, -2.96897, -0.41675], [-1.13386, -1.93250, -0.53981], [-0.13840, -1.70922, 0.20711], [-1.51860, -1.00638, -1.64794], [-0.91574, 0.17760, -2.03720], [-1.49900, 0.91458, -3.05691], [-2.64653, 0.46824, -3.69658], [-3.23347, -0.74187, -3.33466], [-2.65184, -1.44798, -2.31249], [-0.01286, 0.51370, -1.54637], [-1.04732, 1.84777, -3.35750], [-3.08693, 1.06439, -4.48067], [-4.11246, -1.11779, -3.83394], [2.30780, -0.13929, 0.59264], [2.71114, -0.70353, -0.33054], [3.19432, -1.31297, -1.49153], [4.10834, -0.62575, -2.30155], [4.52458, -1.20007, -3.48492], [4.03666, -2.44196, -3.86685], [3.14464, -3.12990, -3.05512], [2.71289, -2.57352, -1.86713], [4.47305, 0.34425, -1.99726], [5.23232, -0.68011, -4.11349], [4.35469, -2.87315, -4.80384], [2.78730, -4.10307, -3.35397], [2.00330, -3.08650, -1.23448], [0.21524, -2.77694, 2.77028], [0.37662, -1.82020, 3.67977], [0.64543, -2.19092, 4.94741], [0.32008, -0.59956, 3.41775], [0.22324, -3.74858, 3.02630], [0.00114, -2.52474, 1.80523], [0.67477, -3.15603, 5.22185], [0.73321, -1.48084, 5.65258]],
  "fmax_ha_per_bohr": 0.0489,
  "homo_lumo_gap_ev": 6.224,
  "total_charge": 1
}